DFT (wB97M-V/def2-TZVPD) results for a cluster of 2 separate species, C2H2ClIO in total.

```
7
Properties=species:S:1:pos:R:3:nbo_charge:R:1
I -1.229 -0.381 -2.051 0.207
Cl -1.010 2.270 0.575 -0.266
O 1.748 -2.088 -0.113 -0.438
C 0.812 -1.448 -0.214 0.687
C -0.204 -0.641 -0.200 -0.737
H -0.209 -0.195 0.777 0.275
H 0.093 2.483 1.226 0.271
```

Its total energy is -910.47901 Eh. The relative energy (zero: lowest compared OMol25 entry of this formula, charge and spin) is 20.8 kcal/mol. The structure (SMILES) is O=C=CI.Cl. The HOMO energy is -8.8 eV.


DFT (wB97M-V/def2-TZVPD) results for a structure of composition C38H44AsN6NiP.

```
91
Properties=species:S:1:pos:R:3:lowdin_charge:R:1
As 1.462 -0.973 2.321 1.078
Ni 0.263 0.287 -0.062 0.165
P -1.961 0.227 0.805 1.093
N 3.018 -1.305 -2.771 0.211
N 0.541 6.208 2.597 0.118
N 0.197 2.405 0.902 0.012
N 5.096 -0.714 -3.584 0.158
N 4.281 0.439 -1.801 0.114
N 2.312 0.810 -0.358 0.157
C -4.053 2.281 -2.732 -0.037
C 2.557 -0.042 3.657 -0.325
C 0.042 1.348 -2.879 -0.128
C -2.391 2.696 4.674 -0.093
C -2.792 3.261 3.473 -0.082
C 0.418 4.960 2.041 -0.325
C -4.601 -3.522 1.262 -0.088
C 3.243 0.641 -1.023 -0.313
C -4.823 -2.452 2.115 -0.087
C -0.623 1.060 -1.712 -0.185
C 4.100 -0.528 -2.686 -0.502
C -1.921 1.389 4.695 -0.082
C -2.024 1.379 -1.697 -0.202
C 0.488 -1.636 -0.725 -0.115
C 0.709 -2.337 3.508 -0.311
C 0.557 -2.774 -1.164 -0.170
C -2.256 1.221 2.305 -0.366
C 0.743 3.810 2.766 -0.009
C 1.676 -4.961 -0.968 -0.064
C -1.911 2.260 -3.971 -0.062
C -0.586 1.939 -4.003 -0.095
C 0.864 -4.164 -3.197 -0.060
C -2.819 1.092 -0.544 -0.294
C -2.797 -2.316 0.225 -0.082
C -1.849 0.662 3.518 -0.124
C -4.783 1.990 -1.614 -0.080
C -0.001 4.785 0.723 -0.006
C 0.587 -4.157 -1.688 -0.627
C -2.671 1.980 -2.806 -0.177
C -2.730 2.528 2.295 -0.087
C -3.587 -3.450 0.315 -0.082
C -3.023 -1.233 1.075 -0.328
C -4.040 -1.309 2.021 -0.092
C 0.612 2.582 2.159 -0.154
C 2.881 -2.058 1.540 -0.305
C -4.158 1.378 -0.510 -0.093
C -0.772 -4.822 -1.441 -0.068
C -0.093 3.507 0.210 -0.112
H 1.103 1.125 -2.957 0.068
H 1.712 -5.985 -1.346 0.081
H 0.127 -1.860 4.297 0.007
H -4.529 2.745 -3.588 0.108
H 1.076 3.875 3.792 0.113
H 0.832 1.680 2.715 0.045
H -5.611 -2.500 2.855 0.101
H 0.609 6.278 3.597 0.094
H 2.425 -2.822 0.916 -0.010
H 0.052 -2.990 2.933 0.020
H -2.399 2.718 -4.822 0.102
H 1.481 -4.996 0.104 0.080
H 1.884 -3.838 -3.411 0.057
H -2.447 3.269 5.590 0.099
H -0.007 2.143 -4.896 0.094
H -0.770 -5.843 -1.830 0.084
H -1.476 -0.357 3.537 0.084
H -0.987 -4.858 -0.373 0.081
H 2.903 -1.920 -3.557 0.099
H -1.986 -2.265 -0.492 0.071
H -1.569 -4.263 -1.934 0.083
H -0.255 5.632 0.101 0.110
H 1.504 -2.930 3.960 0.023
H -3.407 -4.285 -0.350 0.090
H -5.840 2.217 -1.575 0.099
H -3.034 2.984 1.361 0.103
H -1.611 0.937 5.629 0.102
H 1.910 0.431 4.397 0.014
H -4.225 -0.477 2.689 0.101
H -0.421 3.349 -0.810 0.106
H 5.149 -1.556 -4.127 0.104
H 0.171 -3.508 -3.723 0.090
H -5.213 -4.411 1.337 0.100
H 0.762 -5.176 -3.594 0.081
H 2.203 -1.222 -2.156 0.058
H 0.089 6.981 2.139 0.095
H 3.483 -2.509 2.331 0.025
H 3.231 -0.735 4.162 0.021
H -4.750 1.121 0.362 0.106
H 3.143 0.732 3.161 0.021
H 5.940 -0.192 -3.430 0.107
H 3.510 -1.430 0.911 0.009
H -3.156 4.280 3.448 0.103
H 2.657 -4.504 -1.116 0.079
```

Its total energy is -5888.37992 Eh. The relative energy (zero: lowest compared OMol25 entry of this formula, charge and spin) is 0.0 kcal/mol. As for the multiplicity: 3. The HOMO energy (alpha / beta) is -6.5 / -7.2 eV.


DFT (wB97M-V/def2-TZVPD) results for a structure of composition C42H50Br2N10O7PSc.

```
113
Properties=species:S:1:pos:R:3:lowdin_charge:R:1
Br -3.396 2.831 5.854 0.745
Br -4.017 -2.704 -0.982 0.787
Sc 0.968 -1.110 1.066 1.011
P -0.536 1.507 -0.525 0.658
O 2.781 0.030 0.946 -0.134
O 0.475 -2.817 -3.316 0.075
O 5.109 1.585 1.598 0.074
O 1.215 -0.350 3.089 -0.095
O 2.663 -2.987 1.171 0.020
O 4.542 2.894 4.469 0.130
O 2.148 1.501 5.385 0.071
N 2.254 -1.947 -0.735 0.101
N 4.364 -2.914 -0.345 -0.025
N -1.885 1.538 -1.599 -0.202
N -0.194 0.052 -0.056 -0.252
N 0.556 2.219 -1.632 -0.214
N -1.210 -1.555 2.475 0.090
N -2.834 -4.891 -2.227 0.051
N 1.981 -0.373 -2.315 0.221
N -0.193 -3.441 0.766 0.106
N -0.956 2.582 0.731 -0.199
C 2.670 1.345 4.282 -0.247
C -1.797 0.569 5.372 -0.108
C 4.194 1.413 2.383 -0.295
C -2.826 0.954 -3.762 -0.195
C -2.135 4.415 1.729 -0.155
C -4.328 1.609 -1.899 -0.156
C -0.731 -4.919 -3.393 0.004
C -3.143 1.344 -0.929 -0.242
C 0.042 3.611 2.732 -0.130
C -3.347 1.083 3.616 -0.126
C 1.805 2.654 -1.040 -0.222
C -1.257 4.496 2.991 -0.153
C 2.213 0.422 3.175 -0.314
C -4.151 0.660 -3.117 -0.225
C -1.720 0.678 -2.755 -0.242
C -1.472 -2.970 -2.200 -0.061
C -0.519 -3.609 -2.948 -0.351
C 4.024 -1.652 -2.370 0.041
C -2.677 -3.632 -1.955 -0.723
C -1.602 -5.094 1.755 -0.010
C 1.297 3.984 -3.305 -0.167
C 2.400 2.949 -3.453 -0.208
C 0.395 -4.447 0.014 -0.075
C 0.093 -5.785 0.239 -0.045
C -1.866 -5.507 -2.907 -0.146
C 3.097 -2.648 0.077 -0.560
C 3.965 2.076 3.802 -0.211
C 2.930 2.611 -2.072 -0.184
C -1.752 -2.706 2.424 -0.048
C 5.117 -3.746 0.575 -0.009
C 0.108 3.217 -2.656 -0.184
C -2.811 1.306 4.869 -0.680
C 2.701 -1.371 -1.815 -0.374
C -1.332 -0.528 4.635 0.017
C -1.816 -0.659 3.343 -0.323
C -1.343 3.941 0.504 -0.232
C -0.860 -6.066 1.153 -0.070
C -0.321 2.302 2.042 -0.175
C -2.801 0.119 2.797 -0.032
C 3.092 0.577 2.097 -0.318
C 4.819 -2.427 -1.549 0.001
C -1.233 -3.773 1.537 -0.258
H -2.729 0.208 -4.671 0.147
H -4.096 1.662 3.110 0.106
H 6.060 -4.262 0.199 0.118
H 5.447 -3.197 1.413 0.084
H -0.384 2.692 -3.483 0.090
H -1.901 3.989 -0.432 0.103
H 3.587 3.435 -1.834 0.111
H 0.910 4.455 -4.187 0.104
H -0.873 5.524 3.119 0.109
H 2.379 0.243 -3.012 0.096
H 4.458 -4.589 0.900 0.110
H 1.701 3.668 -0.571 0.131
H -0.478 -1.087 4.967 0.119
H -1.386 0.708 6.372 0.119
H -1.024 -7.118 1.441 0.129
H 0.633 -6.554 -0.217 0.098
H -1.790 -0.375 -2.521 0.079
H -5.000 0.793 -3.816 0.116
H -2.841 3.623 1.970 0.094
H -2.744 1.922 -4.226 0.099
H -2.610 5.386 1.659 0.107
H 3.251 3.284 -4.060 0.113
H -3.184 -0.122 1.829 0.109
H -1.756 4.214 3.894 0.042
H 1.190 -3.312 -3.766 0.135
H 0.472 3.273 3.663 0.105
H -4.353 2.669 -2.357 0.136
H 2.053 1.923 -0.252 0.096
H -4.146 -0.332 -2.673 0.052
H -0.460 4.544 0.325 0.106
H 3.571 1.729 -1.960 0.105
H -1.326 -2.018 -1.838 0.052
H -0.034 -5.415 -4.073 0.123
H 1.183 -0.027 -1.837 0.039
H 5.752 -2.872 -1.858 0.129
H -2.592 -3.121 3.056 0.158
H -0.593 4.000 -2.290 0.111
H -2.323 -5.287 2.581 0.134
H 1.957 2.068 -3.937 0.098
H -0.765 0.907 -3.238 0.095
H -5.230 1.424 -1.297 0.105
H 0.588 1.718 1.820 0.082
H -3.196 0.355 -0.530 0.070
H 0.782 4.147 2.206 0.092
H -3.215 2.050 -0.098 0.098
H -2.000 -6.522 -3.171 0.099
H 1.677 4.812 -2.732 0.106
H 4.293 -1.256 -3.354 0.117
H -1.076 1.765 2.596 0.088
H 1.203 -4.170 -0.666 0.104
```

Its total energy is -8954.98025 Eh. The relative energy (zero: lowest compared OMol25 entry of this formula, charge and spin) is 72.7 kcal/mol. The HOMO energy is -6.9 eV.


DFT (wB97M-V/def2-TZVPD) results for the molecule C4H6BrNO.

```
13
Properties=species:S:1:pos:R:3:nbo_charge:R:1
Br -0.027 -2.859 1.546 -0.099
O -0.553 1.714 -0.193 -0.480
N 1.712 -0.684 0.621 -0.409
C -1.733 1.739 -0.953 -0.252
C 0.094 0.593 -0.816 -0.082
C 0.830 -0.153 -0.041 0.368
C 1.691 -1.831 1.397 -0.214
H 2.309 -2.602 1.120 0.216
H -2.347 0.916 -0.787 0.170
H -0.209 0.240 -1.733 0.208
H 2.060 -1.485 2.285 0.215
H -2.236 2.501 -0.483 0.190
H -1.589 1.913 -1.963 0.168
```

Its total energy is -2859.90090 Eh. The relative energy (zero: lowest compared OMol25 entry of this formula, charge and spin) is 68.2 kcal/mol. The structure (SMILES) is COC=C=NCBr. The HOMO energy is -8.6 eV.


DFT (wB97M-V/def2-TZVPD) results for a cluster of 2 separate species, FNO2 in total.

```
4
Properties=species:S:1:pos:R:3:nbo_charge:R:1
F 0.977 1.330 -0.165 -0.262
O -0.108 -1.800 1.033 -0.056
O -0.456 -0.227 -0.173 -0.181
N -0.234 0.821 -0.655 0.500
```

Its total energy is -304.79480 Eh. The relative energy (zero: lowest compared OMol25 entry of this formula, charge and spin) is 96.8 kcal/mol. The HOMO energy (alpha / beta) is -12.5 / -12.4 eV.


DFT (wB97M-V/def2-TZVPD) results for the molecule FH2NOS2.

```
7
Properties=species:S:1:pos:R:3:nbo_charge:R:1
S 1.880 -0.785 -0.409 0.931
S -0.170 0.173 -0.174 0.221
F -2.316 -1.355 0.007 -0.250
O 2.536 -0.529 0.894 -0.905
N -1.326 -0.647 0.641 -0.425
H -1.918 -0.125 1.245 0.383
H 2.215 0.362 -1.293 0.045
```

Its total energy is -1027.27600 Eh. The relative energy (zero: lowest compared OMol25 entry of this formula, charge and spin) is 9.5 kcal/mol. The HOMO energy is -9.2 eV.


DFT (wB97M-V/def2-TZVPD) results for a structure of composition C47H40IrN11O8S2Se.

```
110
Properties=species:S:1:pos:R:3:lowdin_charge:R:1
Ir 0.059 -0.326 0.198 1.234
Se -2.411 -6.523 -3.480 1.177
S 0.015 2.199 0.757 0.799
S 1.966 0.494 2.852 0.607
O -1.398 1.640 -1.869 0.042
O -5.465 3.872 -3.310 0.079
O 0.470 4.961 -6.740 0.100
O 2.759 1.671 3.044 -0.279
O 0.195 1.387 -3.443 0.059
O -1.345 5.894 -7.438 0.109
O 0.652 0.418 3.403 -0.273
O -5.476 5.136 -5.055 0.118
N -4.937 4.389 -4.275 -0.345
N -0.803 4.305 -0.567 0.032
N 1.336 0.387 -1.444 0.003
N -3.187 -4.990 -3.032 -0.215
N -0.840 -6.058 -2.797 -0.216
N 0.720 -2.146 -0.458 -0.044
N -3.762 1.091 2.422 -0.283
N 1.812 0.221 1.195 -0.295
N -2.508 3.184 0.475 0.062
N -0.724 5.163 -6.701 -0.348
N -1.610 -0.997 -0.814 -0.029
C -4.798 0.221 1.914 -0.095
C 3.258 -3.244 3.591 -0.058
C 2.874 0.481 0.384 -0.271
C -0.723 -2.673 2.002 -0.140
C 4.984 0.801 -1.461 -0.015
C 2.198 0.371 -3.788 -0.003
C 0.100 -4.134 -1.632 -0.065
C 3.712 0.656 -1.941 -0.156
C -1.488 -2.249 -1.302 -0.127
C 1.037 0.307 -2.851 -0.247
C -1.215 3.275 0.173 -0.702
C 2.908 -0.884 3.442 -0.278
C 2.603 0.527 -1.042 -0.177
C 5.232 0.791 -0.076 -0.036
C -3.510 4.084 -4.500 -0.106
C -2.282 -4.261 -2.432 -0.329
C 3.437 0.566 -3.359 -0.011
C -2.386 -2.825 3.727 -0.075
C -2.827 5.536 -0.052 -0.142
C -1.399 -3.417 2.961 -0.085
C -3.781 -2.290 -1.984 0.040
C -2.900 3.151 -3.685 0.063
C -2.806 -0.425 -0.842 -0.094
C 2.320 -3.863 -0.800 0.008
C 4.213 0.624 0.820 -0.013
C -2.355 0.704 2.428 -0.217
C -2.003 -0.750 2.534 -0.242
C -2.673 -1.493 3.501 -0.040
C -3.913 -1.039 -1.422 0.000
C 1.388 -4.640 -1.456 0.041
C -0.838 3.515 -4.874 0.094
C -0.191 -2.872 -1.130 -0.145
C -4.186 2.117 3.345 -0.093
C -0.976 -4.857 -2.302 -0.330
C -3.507 4.188 0.114 -0.138
C 4.334 -3.021 4.442 -0.064
C -1.557 2.864 -3.880 -0.079
C -0.920 1.883 -2.943 -0.428
C -2.539 -2.921 -1.913 -0.065
C -0.975 -1.313 1.750 -0.210
C 2.536 -2.173 3.092 -0.061
C -2.830 4.752 -5.501 0.102
C -1.665 5.391 -1.015 -0.147
C -1.492 4.450 -5.656 -0.095
C 3.973 -0.647 4.297 -0.051
C 1.949 -2.615 -0.308 -0.078
C 4.685 -1.727 4.799 -0.057
H -2.834 2.380 1.011 0.085
H 0.450 -0.604 -3.019 0.149
H 4.893 -3.859 4.835 0.110
H 4.262 0.655 -4.054 0.125
H -1.075 6.304 -1.069 0.131
H 2.644 -1.992 0.242 0.113
H -3.320 5.479 -6.132 0.140
H -3.436 -1.001 4.094 0.118
H -4.863 -0.523 -1.416 0.121
H -4.281 1.761 4.381 0.089
H 4.237 0.370 4.557 0.120
H 6.246 0.885 0.286 0.117
H 1.632 -5.623 -1.836 0.129
H 0.046 -3.211 1.460 0.074
H 1.663 -2.330 2.473 0.074
H -3.534 6.277 -0.420 0.126
H -2.456 5.873 0.918 0.129
H -3.455 2.664 -2.898 0.129
H 0.195 4.362 -0.699 0.130
H -4.614 -2.797 -2.450 0.129
H -1.842 1.071 1.556 -0.026
H -4.241 4.225 0.918 0.125
H -1.142 -4.459 3.107 0.102
H 0.210 3.312 -5.038 0.137
H 4.440 0.590 1.871 0.094
H -5.463 -0.146 2.707 0.089
H 2.970 -4.255 3.332 0.109
H -5.160 2.507 3.040 0.084
H -2.035 5.174 -2.020 0.107
H -3.477 2.950 3.350 0.083
H -5.425 0.732 1.174 0.081
H -4.034 3.896 -0.800 0.111
H -4.358 -0.658 1.446 0.072
H 3.333 -4.204 -0.644 0.123
H 5.516 -1.556 5.471 0.112
H -2.881 0.549 -0.385 0.103
H 5.806 0.901 -2.158 0.121
H -2.914 -3.384 4.488 0.105
H -1.864 1.206 3.268 0.134
H 1.955 0.313 -4.840 0.122
```

Its total energy is -6321.08960 Eh. The relative energy (zero: lowest compared OMol25 entry of this formula, charge and spin) is 17.3 kcal/mol. As for the multiplicity: 2. The HOMO energy (alpha / beta) is -9.9 / -9.9 eV. The charge is +1.


DFT (wB97M-V/def2-TZVPD) results for a cluster of 4 separate species, C23H52N4O13P4 in total.

```
96
Properties=species:S:1:pos:R:3:lowdin_charge:R:1
P -3.449 1.277 0.265 0.269
P 4.234 0.251 -3.693 0.254
P -2.273 2.511 -1.122 0.966
P 3.365 -0.729 -1.931 0.895
O 3.395 0.419 -4.882 -0.301
O 1.629 -0.414 0.417 0.092
O 5.550 -0.601 -3.988 -0.159
O -2.873 -0.213 0.337 -0.170
O -1.068 1.332 -3.705 0.084
O 4.836 1.614 -3.089 -0.172
O -7.575 -2.153 3.271 -0.187
O 7.358 2.069 0.901 -0.181
O -3.162 -3.232 -4.270 -0.180
O -3.556 1.954 1.562 -0.316
O -0.418 1.300 0.958 -0.085
O 2.428 -1.719 4.118 -0.040
O -4.853 1.058 -0.466 -0.189
N -6.437 -1.625 0.678 0.046
N 9.276 4.105 0.096 0.039
N -2.016 -1.280 -2.433 0.073
N 1.462 1.732 3.241 -0.043
C -3.877 -2.802 -3.130 -0.198
C 0.984 0.506 -2.928 0.021
C -2.287 -3.369 -1.201 -0.048
C 6.267 1.833 0.041 -0.124
C -0.363 1.128 -2.743 -0.406
C -8.035 -1.047 4.025 -0.101
C -8.306 -2.449 2.100 -0.210
C 8.682 2.854 -1.906 -0.066
C -2.687 -4.563 -4.234 -0.104
C 3.561 0.309 4.719 -0.048
C -8.394 -0.195 0.878 -0.062
C 8.628 1.710 0.387 -0.204
C 0.217 2.438 2.975 -0.189
C -0.800 1.475 -1.359 -0.349
C 1.138 0.185 -0.509 -0.335
C -3.000 -2.279 -1.991 -0.425
C 1.701 0.071 -1.888 -0.369
C 2.654 -0.366 3.704 -0.441
C -7.891 -1.634 0.870 -0.425
C -0.113 2.604 1.511 -0.155
C 1.303 0.315 3.553 -0.206
C -0.066 1.058 -0.317 -0.273
C 9.282 2.771 -0.506 -0.436
H -3.393 -5.220 -3.715 0.090
H -0.974 3.263 1.372 0.101
H 0.259 3.451 3.395 0.120
H 6.091 2.677 -0.635 0.070
H -6.015 -1.309 1.549 0.083
H 7.712 3.354 -1.896 0.065
H -9.449 -0.146 1.151 0.080
H 8.558 0.750 -0.144 0.118
H -6.097 -2.576 0.564 0.078
H 2.095 1.840 2.454 0.104
H -2.506 -0.499 -2.867 0.078
H -2.964 2.179 -2.299 -0.062
H 10.330 2.470 -0.611 0.135
H 9.782 4.090 0.976 0.072
H -5.109 0.117 -0.417 0.039
H 5.383 1.697 0.666 0.085
H -3.672 -1.761 -1.303 0.108
H 9.336 3.433 -2.556 0.078
H -7.608 -0.103 3.677 0.077
H 4.059 1.174 4.278 0.072
H 0.779 0.223 4.511 0.130
H -8.275 0.248 -0.111 0.077
H -1.882 -2.960 -0.274 0.075
H 8.550 1.863 -2.344 0.077
H 2.412 -2.281 3.340 0.086
H -2.588 -4.899 -5.265 0.089
H 9.261 1.556 1.264 0.123
H -1.454 -3.792 -1.763 0.068
H 3.160 -0.370 2.728 0.130
H 2.999 0.645 5.593 0.083
H -9.383 -2.341 2.285 0.121
H 3.064 -1.931 -2.603 -0.056
H -1.465 -1.683 -3.187 0.092
H -8.111 -3.505 1.896 0.122
H -1.711 -4.643 -3.749 0.074
H -7.828 0.421 1.578 0.069
H 6.417 0.928 -0.558 0.079
H -4.535 -3.603 -2.768 0.122
H -2.971 -4.179 -0.941 0.083
H -9.127 -0.977 3.993 0.090
H -0.600 1.898 3.461 0.132
H 8.320 4.341 0.345 0.070
H -8.334 -2.137 0.004 0.135
H 0.714 -0.222 2.799 0.106
H 4.385 1.909 -2.290 0.054
H -7.722 -1.207 5.055 0.088
H 1.334 0.421 -3.950 0.103
H 5.919 -1.055 -3.221 0.068
H 0.747 3.020 0.971 0.135
H -4.514 -1.985 -3.477 0.127
H 4.330 -0.398 5.034 0.079
H -2.168 -0.394 -0.313 0.036
```

Its total energy is -3470.20480 Eh. The structure (SMILES) is C[C@@H](O)CNCCOC1=C(PP(=O)(O)O)C(=O)C=C(PP(=O)(O)O)C1=O.COC[C@@H](C)N.COC[C@@H](C)N.COC[C@@H](C)N. The HOMO energy is -8.7 eV.


Question: The highest total energy belongs to which entry?
Answer: FNO2